This record from OMol25 describes 2 unconnected molecules or ions with the total composition C3H7N3O. The level of theory is wB97M-V/def2-TZVPD.

Cartesian coordinates (Å):
C: -3.02 0.74 0.00
C: -0.51 1.41 -0.32
C: 1.11 -1.07 0.03
N: -0.89 -2.14 -0.11
N: -1.09 0.11 -0.09
N: -0.41 -1.00 -0.14
O: -3.85 -0.09 -0.16
H: -0.62 1.95 0.71
H: 0.54 1.25 -0.76
H: -1.31 1.86 -0.88
H: 1.49 -1.27 -1.01
H: 1.32 -0.04 0.27
H: 1.49 -1.74 0.73
H: -1.98 -2.26 -0.24

Output
Energy above the lowest of the compared OMol25 structures with the same formula, charge and spin, kcal per mole: 132.9
M, u: 101.1
Gap between HOMO and LUMO, eV: 9.5
HOMO, eV: -8.7
LUMO level, eV: 0.77
DFT total energy, hartree: -357.83807

This record from OMol25 describes C3H7N3O in the gas phase. The level of theory is wB97M-V/def2-TZVPD.

Cartesian coordinates (Å):
H: 1.10 -0.48 -2.00
N: 0.53 0.15 -1.43
C: 1.07 0.33 -0.25
N: 2.33 -0.03 0.10
N: 0.23 0.84 0.66
C: -0.99 0.41 0.35
C: -1.48 -1.00 0.25
O: -1.99 1.27 0.54
H: 3.01 0.03 -0.64
H: 2.63 0.40 0.96
H: -1.98 -1.15 -0.71
H: -2.20 -1.19 1.05
H: -0.66 -1.71 0.34
H: -1.60 2.13 0.78

Output
Energy above the lowest of the compared OMol25 structures with the same formula, charge and spin, kcal per mole: 29.0
SMILES: [H]/N=C(N)/N=C(\C)O
M, u: 101.1
Gap between HOMO and LUMO, eV: 9.6
HOMO, eV: -8.7
LUMO level, eV: 0.85
DFT total energy, hartree: -358.00373

This record from OMol25 describes C3H7N3O in the gas phase. The level of theory is wB97M-V/def2-TZVPD.

Cartesian coordinates (Å):
C: 2.91 -0.91 -0.05
N: 1.76 -0.23 -0.22
O: 1.69 1.16 -0.10
C: 0.41 1.56 -0.08
N: -0.78 0.99 0.13
N: -1.07 -0.30 -0.16
C: -2.53 -0.44 -0.09
H: 3.95 -0.23 0.17
H: 2.88 -1.92 0.35
H: 0.40 2.59 -0.13
H: -0.63 -0.94 0.52
H: -3.12 0.20 -0.79
H: -3.05 -0.04 0.89
H: -2.82 -1.48 -0.44

Output
Energy above the lowest of the compared OMol25 structures with the same formula, charge and spin, kcal per mole: 145.3
SMILES: C=NO/C=N\NC
M, u: 101.1
Gap between HOMO and LUMO, eV: 8.6
HOMO, eV: -8.2
LUMO level, eV: 0.38
DFT total energy, hartree: -357.81838

This record from OMol25 describes a gas-phase ion, C3H7N3O (charge +2). The level of theory is wB97M-V/def2-TZVPD.

Cartesian coordinates (Å):
N: -0.51 0.04 -2.25
C: -0.31 -0.04 -1.01
C: -0.35 -1.32 -0.16
O: 0.14 -0.90 1.15
C: 0.42 0.33 1.17
N: 0.96 0.87 2.25
N: 0.12 0.90 -0.08
H: -0.66 -0.79 -2.89
H: -0.72 0.80 -2.86
H: -1.27 -1.96 -0.10
H: 0.38 -2.03 -0.37
H: 0.88 1.83 2.33
H: 0.68 0.34 3.08
H: 0.23 1.92 -0.25

Output
Energy above the lowest of the compared OMol25 structures with the same formula, charge and spin, kcal per mole: 4.9
SMILES: [NH2+]=C1COC(=[NH2+])N1
M, u: 101.1
Gap between HOMO and LUMO, eV: 11.7
HOMO, eV: -21.3
Total charge: +2
LUMO level, eV: -9.63
DFT total energy, hartree: -357.34861

This record from OMol25 describes C3H7N3O2 in the gas phase. The level of theory is wB97M-V/def2-TZVPD.

Cartesian coordinates (Å):
N: -1.32 0.90 0.56
C: -0.08 1.46 0.77
O: 0.11 2.59 1.16
N: 0.96 0.57 0.40
N: 0.72 -0.79 0.63
C: 1.00 -1.66 -0.52
C: -0.10 -1.70 -1.53
O: -1.21 -1.21 -1.39
H: -1.43 0.23 -0.19
H: -2.02 1.60 0.62
H: 1.79 0.92 0.83
H: -0.26 -0.93 0.88
H: 1.93 -1.33 -1.02
H: 1.18 -2.67 -0.18
H: 0.19 -2.17 -2.50

Output
Energy above the lowest of the compared OMol25 structures with the same formula, charge and spin, kcal per mole: 49.5
SMILES: NC(=O)NNCC=O
M, u: 117.1
Gap between HOMO and LUMO, eV: 9.6
HOMO, eV: -9.0
LUMO level, eV: 0.61
DFT total energy, hartree: -433.24392

This record from OMol25 describes C3H7N3O2 in the gas phase. The level of theory is wB97M-V/def2-TZVPD.

Cartesian coordinates (Å):
C: -0.69 -1.64 -0.15
C: -0.38 -0.28 0.38
N: 0.94 -0.06 0.70
O: 1.03 1.04 1.62
C: 1.15 0.68 -0.89
O: 1.43 0.02 -1.84
N: -1.38 0.67 0.54
N: -0.81 1.02 -0.77
H: -1.70 -1.67 -0.55
H: -0.60 -2.35 0.67
H: 0.04 -1.92 -0.92
H: 1.79 0.80 2.16
H: 1.54 1.64 -0.54
H: -1.10 1.40 1.20
H: -1.27 0.65 -1.59

Output
Energy above the lowest of the compared OMol25 structures with the same formula, charge and spin, kcal per mole: 162.3
SMILES: CC1(N(O)C=O)NN1
M, u: 117.1
Gap between HOMO and LUMO, eV: 9.6
HOMO, eV: -8.8
LUMO level, eV: 0.78
DFT total energy, hartree: -433.06412

This record from OMol25 describes C3H7N3O2 in the gas phase. The level of theory is wB97M-V/def2-TZVPD.

Cartesian coordinates (Å):
C: -1.92 0.12 0.97
N: -1.47 -0.24 -0.41
N: -0.36 0.55 -0.81
C: 0.72 -0.02 -0.59
C: 1.08 -1.50 -0.29
O: 2.14 -1.93 0.07
N: 2.01 0.53 -0.62
O: 2.01 1.90 -0.35
H: -1.35 1.11 1.41
H: -3.02 0.03 0.89
H: -1.52 -0.86 1.59
H: -2.23 0.11 -1.10
H: 0.13 -2.06 -0.16
H: 2.75 0.09 -0.13
H: 1.03 2.15 -0.48

Output
Energy above the lowest of the compared OMol25 structures with the same formula, charge and spin, kcal per mole: 150.3
SMILES: CN/N=C(\C=O)NO
M, u: 117.1
Gap between HOMO and LUMO, eV: 8.5
HOMO, eV: -8.7
LUMO level, eV: -0.21
DFT total energy, hartree: -433.08330

This record from OMol25 describes C3H7N3O2 in the gas phase. The level of theory is wB97M-V/def2-TZVPD.

Cartesian coordinates (Å):
C: 2.87 -0.14 0.00
C: 1.46 0.60 0.00
O: 1.34 1.81 0.05
N: 0.45 -0.29 -0.07
N: -0.84 0.19 -0.06
C: -1.81 -0.64 0.08
N: -3.04 -0.04 0.10
O: -3.02 1.38 -0.02
H: 2.80 -1.14 -0.47
H: 3.27 -0.20 1.04
H: 3.68 0.42 -0.46
H: 0.51 -1.30 0.06
H: -1.78 -1.70 0.20
H: -3.82 -0.52 -0.42
H: -2.07 1.57 -0.02

Output
Energy above the lowest of the compared OMol25 structures with the same formula, charge and spin, kcal per mole: 99.8
SMILES: CC(=O)N/N=C/NO
M, u: 117.1
Gap between HOMO and LUMO, eV: 9.0
HOMO, eV: -8.4
LUMO level, eV: 0.58
DFT total energy, hartree: -433.16371

This record from OMol25 describes C3H7N3O2 in the gas phase. The level of theory is wB97M-V/def2-TZVPD.

Cartesian coordinates (Å):
N: -3.65 0.30 -0.23
C: -2.35 -0.26 -0.01
N: -1.20 0.48 0.05
O: -0.21 -0.57 0.18
C: 0.80 0.23 -0.03
O: 0.72 1.42 0.05
C: 2.14 -0.74 -0.08
N: 3.30 0.35 -0.15
H: -3.67 1.30 0.18
H: -4.34 -0.24 0.46
H: -2.32 -1.45 -0.37
H: 2.41 -1.38 0.84
H: 2.16 -1.29 -1.03
H: 3.46 0.62 0.93
H: 2.75 1.23 -0.78

Output
Energy above the lowest of the compared OMol25 structures with the same formula, charge and spin, kcal per mole: 154.6
SMILES: N/C=N/OC(=O)CN
M, u: 117.1
Gap between HOMO and LUMO, eV: 9.8
HOMO, eV: -9.1
LUMO level, eV: 0.65
DFT total energy, hartree: -433.07634

This record from OMol25 describes a molecular structure, C3H7N3O2. The level of theory is wB97M-V/def2-TZVPD.

Cartesian coordinates (Å):
C: -0.63 0.20 0.75
C: -1.04 -0.01 2.07
C: 0.59 -0.14 -1.22
H: 2.17 -1.76 -0.29
H: 0.25 -2.38 0.07
H: -1.30 0.70 -0.11
H: -1.79 0.33 2.66
H: -0.12 -0.35 2.87
H: 0.01 1.26 -2.75
H: -0.92 2.10 -0.46
N: 1.14 -1.46 0.46
N: 0.51 -0.31 0.12
N: -0.01 0.94 -1.66
O: 0.94 -1.02 -2.01
O: 0.20 1.91 -0.50

Output
Energy above the lowest of the compared OMol25 structures with the same formula, charge and spin, kcal per mole: 237.7
M, u: 117.1
Gap between HOMO and LUMO, eV: 8.9
HOMO, eV: -8.5
LUMO level, eV: 0.32
DFT total energy, hartree: -432.94396

This record from OMol25 describes 2 unconnected molecules or ions with the total composition C3H7N3O2. The level of theory is wB97M-V/def2-TZVPD.

Cartesian coordinates (Å):
C: 1.61 2.04 -0.33
O: 1.64 0.66 0.00
C: 0.55 -0.05 -0.27
C: 0.69 -1.48 0.15
O: -0.43 0.44 -0.78
H: 2.57 2.45 -0.03
H: 1.45 2.17 -1.40
H: 0.80 2.54 0.20
H: -0.04 -1.68 0.93
H: 0.46 -2.13 -0.70
H: 1.70 -1.67 0.51
N: -3.07 0.12 0.31
N: -2.48 -0.57 -0.49
N: -2.38 -1.03 0.87
H: -3.05 -1.80 1.04

Output
Energy above the lowest of the compared OMol25 structures with the same formula, charge and spin, kcal per mole: 122.2
SMILES: COC(C)=O.N1=NN1
M, u: 117.1
Gap between HOMO and LUMO, eV: 10.9
HOMO, eV: -10.0
LUMO level, eV: 0.94
DFT total energy, hartree: -433.12798

This record from OMol25 describes C3H7N3O2 in the gas phase. The level of theory is wB97M-V/def2-TZVPD.

Cartesian coordinates (Å):
C: -2.27 -0.42 -0.57
N: -2.06 0.56 0.12
N: -0.94 1.22 0.37
C: 0.38 1.11 -0.06
O: 1.22 2.06 -0.14
N: 0.64 -0.20 -0.01
C: 1.95 -0.77 -0.33
O: 0.00 -0.77 1.06
H: -3.32 -0.87 -0.67
H: -1.58 -0.98 -1.25
H: -1.22 2.10 0.88
H: 2.60 -0.50 0.48
H: 2.24 -0.33 -1.23
H: 1.91 -1.85 -0.42
H: 0.43 -0.36 1.78

Output
Energy above the lowest of the compared OMol25 structures with the same formula, charge and spin, kcal per mole: 129.7
SMILES: C=NNC(=O)N(C)O
M, u: 117.1
Gap between HOMO and LUMO, eV: 10.0
HOMO, eV: -9.3
LUMO level, eV: 0.70
DFT total energy, hartree: -433.11614

This record from OMol25 describes C3H7N3O2 in the gas phase. The level of theory is wB97M-V/def2-TZVPD.

Cartesian coordinates (Å):
H: -2.53 0.19 1.83
N: -1.56 0.12 2.34
C: -0.62 0.25 1.38
N: -0.73 0.33 0.07
C: 0.49 -0.15 -0.40
N: 1.48 -0.57 0.52
O: 0.98 -1.55 1.44
O: 0.56 -0.33 -1.82
C: -0.22 0.81 -2.30
H: 0.57 0.26 1.81
H: 2.20 -1.11 -0.13
H: 0.88 -1.11 2.37
H: -0.02 1.73 -1.67
H: -0.33 0.73 -3.41
H: -1.14 0.41 -2.03

Output
Energy above the lowest of the compared OMol25 structures with the same formula, charge and spin, kcal per mole: 177.5
SMILES: [H]/N=C\N=C(/NO)OC
M, u: 117.1
Gap between HOMO and LUMO, eV: 9.1
HOMO, eV: -9.1
LUMO level, eV: -0.04
DFT total energy, hartree: -433.03995

This record from OMol25 describes C3H7N3O2 in the gas phase. The level of theory is wB97M-V/def2-TZVPD.

Cartesian coordinates (Å):
H: -1.58 0.86 -0.80
N: -2.39 0.31 -0.51
C: -2.00 -0.80 -0.03
N: -0.75 -1.27 0.20
C: 0.46 -0.44 0.20
C: 0.45 0.95 0.68
O: 0.01 1.95 -0.22
N: 1.50 -1.08 -0.17
O: 2.58 -0.27 -0.45
H: -2.77 -1.56 0.14
H: -0.62 -2.17 -0.28
H: -0.23 1.16 1.51
H: 1.44 1.05 1.08
H: 0.49 1.98 -1.06
H: 3.41 -0.69 -0.28

Output
Energy above the lowest of the compared OMol25 structures with the same formula, charge and spin, kcal per mole: 100.4
SMILES: [H]/N=C\N/C(CO)=N/O
M, u: 117.1
Gap between HOMO and LUMO, eV: 9.6
HOMO, eV: -9.0
LUMO level, eV: 0.54
DFT total energy, hartree: -433.16272

This record from OMol25 describes C3H7N3O2 in the gas phase. The level of theory is wB97M-V/def2-TZVPD.

Cartesian coordinates (Å):
C: 0.28 2.79 0.41
N: -0.23 1.61 -0.30
N: -0.82 0.68 0.66
C: -0.53 -0.56 0.46
N: -1.10 -1.58 1.14
C: 0.52 -1.10 -0.55
O: 0.83 -2.27 -0.54
O: 1.01 -0.20 -1.37
H: 1.11 2.39 1.06
H: 0.80 3.44 -0.30
H: -0.52 3.37 0.95
H: -1.04 1.94 -0.88
H: -0.63 -2.47 1.01
H: -1.60 -1.35 2.02
H: 0.70 0.71 -1.05

Output
Energy above the lowest of the compared OMol25 structures with the same formula, charge and spin, kcal per mole: 49.2
SMILES: CN/N=C(/N)C(=O)O
M, u: 117.1
Gap between HOMO and LUMO, eV: 10.1
HOMO, eV: -9.4
LUMO level, eV: 0.76
DFT total energy, hartree: -433.24432

This record from OMol25 describes C3H7N3O2 in the gas phase. The level of theory is wB97M-V/def2-TZVPD.

Cartesian coordinates (Å):
H: 0.28 1.59 -0.17
N: 1.24 1.51 -0.12
C: 1.71 0.34 -0.07
N: 2.97 -0.01 0.12
O: 1.16 -0.91 -0.04
C: -0.16 -1.02 -0.11
N: -1.05 -0.09 0.06
O: -2.41 -0.61 -0.03
C: -3.06 0.73 0.10
H: 3.76 0.52 0.21
H: 3.08 -0.99 0.41
H: -0.65 -2.06 -0.16
H: -4.07 0.39 -0.02
H: -2.63 1.45 -0.74
H: -2.75 1.16 1.04

Output
Energy above the lowest of the compared OMol25 structures with the same formula, charge and spin, kcal per mole: 115.3
SMILES: [H]/N=C(/N)O/C=N/OC
M, u: 117.1
Gap between HOMO and LUMO, eV: 10.3
HOMO, eV: -9.5
LUMO level, eV: 0.86
DFT total energy, hartree: -433.13906

This record from OMol25 describes a molecular structure, C3H7N3O2. The level of theory is wB97M-V/def2-TZVPD.

Cartesian coordinates (Å):
C: -0.46 -1.08 -0.43
C: 1.84 -0.18 0.02
C: 1.31 1.19 0.18
H: -3.40 0.84 0.30
H: -2.36 -0.82 1.36
H: -0.96 -2.07 -0.37
H: 1.28 -1.84 -0.81
H: 2.05 1.91 -0.15
H: 1.33 1.46 1.43
H: -0.69 1.20 -0.25
N: -2.53 -0.32 0.11
N: -1.32 -0.05 -0.33
N: 0.86 -1.09 -0.31
O: 2.90 -0.70 -0.03
O: 0.15 1.57 -0.71

Output
Energy above the lowest of the compared OMol25 structures with the same formula, charge and spin, kcal per mole: 198.5
M, u: 117.1
Gap between HOMO and LUMO, eV: 7.8
HOMO, eV: -8.2
LUMO level, eV: -0.42
DFT total energy, hartree: -433.00643

This record from OMol25 describes 2 unconnected molecules or ions with the total composition C3H7N3O2S. The level of theory is wB97M-V/def2-TZVPD.

Cartesian coordinates (Å):
C: 1.52 0.50 0.26
C: 1.69 -0.32 -0.99
C: 0.91 -0.46 1.25
N: 0.93 -1.55 -0.95
N: -3.69 0.67 0.09
N: -2.54 0.29 -0.25
O: -1.76 0.91 -0.95
O: -2.09 -0.76 0.38
S: 0.04 -1.78 0.30
H: 2.40 1.02 0.60
H: 0.73 1.17 -0.02
H: 1.31 0.20 -1.86
H: 2.65 -0.52 -1.44
H: 1.67 -0.96 1.84
H: 0.24 -0.05 2.06
H: -4.00 1.64 -0.35

Output
Energy above the lowest of the compared OMol25 structures with the same formula, charge and spin, kcal per mole: 112.2
M, u: 149.2
Gap between HOMO and LUMO (spin up / spin down), eV: 7.1 / 7.1
HOMO (spin up / spin down), eV: -8.8 / -8.8
LUMO level (spin up / spin down), eV: -1.68 / -1.68
DFT total energy, hartree: -831.21148

This record from OMol25 describes C3H7N3S in the gas phase. The level of theory is wB97M-V/def2-TZVPD.

Cartesian coordinates (Å):
C: 0.56 -0.43 0.92
C: -1.59 1.45 0.32
C: 1.77 -1.05 -1.08
N: -0.65 -0.54 0.67
N: -1.76 0.05 0.60
N: 1.71 -0.50 0.28
S: -3.31 -0.49 0.89
H: -1.25 2.10 1.22
H: -0.76 1.61 -0.44
H: -2.54 1.85 -0.01
H: 1.00 -0.61 -1.70
H: 2.81 -0.96 -1.52
H: 1.54 -2.11 -1.04
H: 2.48 -0.38 0.90

Output
Energy above the lowest of the compared OMol25 structures with the same formula, charge and spin, kcal per mole: 110.6
M, u: 117.2
Gap between HOMO and LUMO (spin up / spin down), eV: 7.0 / 7.0
HOMO (spin up / spin down), eV: -6.9 / -6.9
LUMO level (spin up / spin down), eV: 0.02 / 0.02
DFT total energy, hartree: -680.80596

This record from OMol25 describes C3H7N3S in the gas phase. The level of theory is wB97M-V/def2-TZVPD.

Cartesian coordinates (Å):
C: 1.54 -1.12 0.64
C: 1.90 0.12 -0.05
C: -1.75 -0.16 0.37
N: 0.35 -1.14 1.02
N: -0.11 1.11 -1.52
N: -0.47 -0.04 0.86
S: 0.32 1.23 -0.05
H: 2.03 -1.98 0.98
H: 2.67 0.73 0.46
H: 2.13 -0.09 -1.10
H: -2.37 -0.98 0.88
H: -2.26 0.79 0.62
H: -1.82 -0.26 -0.72
H: -0.45 2.03 -1.79

Output
Energy above the lowest of the compared OMol25 structures with the same formula, charge and spin, kcal per mole: 93.5
M, u: 117.2
Gap between HOMO and LUMO, eV: 9.5
HOMO, eV: -8.7
LUMO level, eV: 0.76
DFT total energy, hartree: -680.83324